[1]
Formula: H26NO11
Source: the OMol25 dataset
Level of theory: ωB97M-V/def2-TZVPD

The geometry in XYZ format:
```
38
Properties=species:S:1:pos:R:3:nbo_charge:R:1
O 3.60088 -0.19625 -0.31240 -0.944
O 1.54174 0.19480 2.61529 -0.967
O -2.92301 -0.56900 -0.01940 -0.993
O -2.03005 -1.89184 2.24569 -0.949
O 1.72430 1.63919 -2.43170 -0.990
O -1.51114 -1.08762 -2.60569 -1.009
O 2.58560 2.31293 1.21413 -0.953
O -2.14838 2.54490 -1.74269 -0.931
O 0.50502 -2.90057 1.41885 -0.958
O -0.04685 -3.01332 -1.41078 -0.969
O -2.01339 2.08036 1.10826 -0.997
N 0.07181 0.35070 -0.40493 -0.908
H -2.22175 -0.81221 -2.02726 0.511
H 2.26821 0.59346 2.13849 0.487
H -1.22985 -2.34256 2.02192 0.482
H 1.33410 2.54379 -2.55631 0.498
H 0.66983 0.97546 0.32322 0.483
H -0.24897 -0.50009 0.08269 0.455
H 1.26958 1.00749 3.22303 0.479
H -0.06817 -3.07437 -0.43512 0.479
H 0.37547 -3.88294 1.31784 0.497
H -3.15277 0.41000 0.17804 0.495
H 2.82448 2.81728 0.49780 0.481
H -2.22178 2.05267 2.05965 0.510
H -2.29597 3.29787 -1.25409 0.449
H -0.04266 -3.93792 -1.66428 0.485
H 1.34772 -2.68647 1.54840 0.488
H 3.79804 -0.27167 -1.22237 0.474
H -0.89730 -1.70694 -2.43109 0.489
H -0.52145 0.85884 -1.03531 0.477
H 2.79798 2.82382 1.97573 0.482
H 2.79409 1.63093 -2.35076 0.495
H -2.67632 2.72896 -2.48309 0.486
H -2.10645 2.91089 0.56474 0.492
H -2.62420 -2.72179 2.05948 0.473
H 3.35730 -1.07146 0.01270 0.474
H 0.85430 -0.17202 -1.00856 0.460
H -2.73998 -0.93531 0.78992 0.484
```

Computed properties:
- Energy relative to the best compared isomer or geometry (same formula, charge and spin): 3.0202 eV
- Frontier orbital gap: 10.205 eV
- Total charge: +1



[2]
Formula: C4H6O2
Source: the OMol25 dataset
Level of theory: ωB97M-V/def2-TZVPD

The geometry in XYZ format:
```
12
Properties=species:S:1:pos:R:3:nbo_charge:R:1
O -1.64641 0.51214 -0.19751 -0.544
O -0.15380 -1.22888 -0.18960 -0.482
C 0.60022 -0.14937 -0.14491 0.286
C -1.43308 -0.89647 0.09892 0.202
C -0.29482 1.13446 -0.01409 -0.144
C 1.86560 -0.17688 0.02797 -0.514
H 2.50569 0.75349 -0.23202 0.211
H 2.34733 -1.14718 0.03324 0.215
H 0.15451 1.73509 -0.76615 0.205
H -1.64563 -1.01466 1.17652 0.164
H -0.26454 1.66479 0.98061 0.196
H -2.03507 -1.18653 -0.77299 0.204
```

Computed properties:
- Energy relative to the best compared isomer or geometry (same formula, charge and spin): 2.9645 eV
- Frontier orbital gap: 10.133 eV
- SMILES string: C=C1COCO1



[3]
Formula: C5H6BNO2S
Source: the OMol25 dataset
Level of theory: ωB97M-V/def2-TZVPD

The geometry in XYZ format:
```
16
Properties=species:S:1:pos:R:3:nbo_charge:R:1
S -1.95888 1.02738 2.03341 0.330
O 1.31538 0.85775 -1.48128 -0.857
O 2.58731 0.02241 0.17302 -0.863
N -0.74837 -1.61164 -1.83623 -0.606
C -1.91354 -0.54974 1.21054 -0.433
C -1.14352 -1.00344 0.30486 0.128
C -0.51627 1.83681 1.47132 -0.483
C -0.33114 -1.64306 -0.60921 -0.024
C 0.45452 1.23892 0.78229 -0.222
B 1.53122 0.77660 -0.16573 0.947
H -0.40704 2.96119 1.73295 0.286
H 0.65993 -1.87657 -0.26134 0.201
H -2.81604 -0.99793 1.42169 0.251
H 3.07879 -0.28446 -0.53476 0.490
H 0.45025 1.19871 -1.59476 0.495
H -0.24261 -1.95291 -2.64676 0.360
```

Computed properties:
- Energy relative to the best compared isomer or geometry (same formula, charge and spin): 4.8934 eV
- Frontier orbital gap (spin up / spin down): 6.128 / 6.128 eV



[4]
Formula: C3H7N2S
Source: the OMol25 dataset
Level of theory: ωB97M-V/def2-TZVPD

The geometry in XYZ format:
```
13
Properties=species:S:1:pos:R:3:nbo_charge:R:1
S 0.09385 0.96924 -0.40044 0.411
N -2.71435 -1.27481 0.36147 -0.133
N 2.36392 -0.48973 -0.44421 -0.727
C -1.53189 0.84383 0.42597 -0.531
C -2.52543 -0.25455 -0.17702 -0.054
C 1.08894 -0.27159 0.24765 -0.283
H -1.31571 0.63821 1.44279 0.254
H 2.93007 0.25517 -0.93942 0.455
H -3.01568 0.03503 -1.21649 0.237
H 2.96939 -0.92161 0.34437 0.466
H 1.47133 -0.09813 1.26108 0.198
H -1.96109 1.77115 0.21649 0.255
H 2.14666 -1.20222 -1.12224 0.452
```

Computed properties:
- Energy relative to the best compared isomer or geometry (same formula, charge and spin): 5.3777 eV
- Frontier orbital gap (spin up / spin down): 7.095 / 9.209 eV
- Total charge: +1



[5]
Formula: C7H4Br4N
Source: the OMol25 dataset
Level of theory: ωB97M-V/def2-TZVPD

The geometry in XYZ format:
```
16
Properties=species:S:1:pos:R:3:nbo_charge:R:1
Br -1.73594 -0.74507 -3.75070 0.237
Br 3.83261 0.84022 -2.15186 0.309
Br 3.18778 2.37405 0.51629 0.342
Br -1.07605 2.43673 -3.52375 0.181
N 1.15398 1.28103 -1.17707 -0.379
C -0.72330 0.63330 -2.98063 -0.189
C -0.24523 0.50937 0.54707 -0.193
C 2.52305 1.49101 -0.96610 0.102
C -0.13365 -0.85396 -0.04483 -0.200
C 0.27887 0.35062 -2.04347 0.048
C 0.35487 1.56755 -0.02438 -0.067
C 0.26147 -0.98120 -1.30596 -0.234
H -0.44117 -1.78413 0.59481 0.263
H -0.04850 -1.86708 -1.96396 0.268
H 0.59995 2.59911 0.23553 0.247
H -1.00874 0.53621 1.34006 0.263
```

Computed properties:
- Frontier orbital gap: 7.401 eV
- Total charge: +1



Record order is preserved below.
Max |F|: 7.03, 5.01, 3.54, 7.01, 4.06 eV/Å
Record order is preserved below.
E_tot: -897.6842, -306.3974, -822.2848, -625.7746, -10619.5332 a.u.